one) Computed, not measured: a 3-piece molecular cluster, C4H17N2O2 overall, with wB97M-V/def2-TZVPD.

Bonds (Å) are listed after each position.
Geometry (Å):
1 C 2.372 -0.432 -2.862  C2 1.510, H7 1.141, H8 1.056, H9 1.076
2 C 1.784 -0.319 -1.475  C1 1.510, C3 1.524, N6 1.493, H10 1.208
3 C 0.305 -0.676 -1.389  C2 1.524, C4 1.692, H11 1.118, H12 1.122
4 C -0.050 -1.079 0.216  C3 1.692, N5 1.532, H13 1.190, H14 1.106
5 N 0.187 0.083 1.186  C4 1.532, H15 1.096, H16 1.018, H19 1.008
6 N 1.944 1.061 -0.928  C2 1.493, H17 0.984, H18 1.001
7 H 2.327 0.478 -3.549  C1 1.141
8 H 3.391 -0.387 -3.134  C1 1.056
9 H 1.810 -1.123 -3.466  C1 1.076
10 H 2.414 -0.936 -0.650  C2 1.208
11 H 0.134 -1.663 -1.885  C3 1.118
12 H -0.301 0.180 -1.783  C3 1.122
13 H -1.226 -1.259 0.265  C4 1.190
14 H 0.525 -1.970 0.527  C4 1.106
15 H 0.359 -0.295 2.200  N5 1.096
16 H 0.958 0.659 0.852  N5 1.018
17 H 2.879 1.247 -0.684  N6 0.984
18 H 1.520 1.770 -1.494  N6 1.001
19 H -0.609 0.691 1.295  N5 1.008
20 H -2.559 -1.019 3.067  O22 1.014
21 H -2.640 0.360 2.653  O22 1.000
22 O -1.996 -0.390 2.504  H20 1.014, H21 1.000
23 H -4.696 1.779 3.540  O25 0.922
24 H -4.596 1.850 2.152  O25 0.903
25 O -4.235 1.392 2.842  H23 0.922, H24 0.903

Summary:
charge: +1
HOMO: -13.1 eV
LUMO: -2.71 eV

two) Computed, not measured: a 3-piece molecular cluster, C4H17N2O2 overall, with wB97M-V/def2-TZVPD.

Bonds (Å) are listed after each position.
Geometry (Å):
1 C -0.784 -1.821 -0.707  N2 1.426, C3 1.553, H7 1.138, H8 1.132
2 N 0.178 -2.563 -1.454  C1 1.426, H9 1.001, H10 1.007
3 C -0.506 -0.293 -0.687  C1 1.553, N4 1.510, C6 1.592, H11 1.111
4 N 0.995 -0.140 -0.635  C3 1.510, H12 1.089, H13 1.015, H14 1.003
5 C -2.139 1.581 -0.256  C6 1.517, H15 1.106, H16 1.121, H17 1.097
6 C -1.250 0.561 0.431  C3 1.592, C5 1.517, H18 1.075, H19 1.129
7 H -1.040 -2.330 0.278  C1 1.138
8 H -1.798 -1.914 -1.202  C1 1.132
9 H 0.466 -3.434 -1.052  N2 1.001
10 H 0.220 -2.654 -2.457  N2 1.007
11 H -0.874 -0.040 -1.705  C3 1.111
12 H 1.479 -1.050 -0.283  N4 1.089
13 H 1.112 -0.351 -1.621  N4 1.015
14 H 1.468 0.671 -0.280  N4 1.003
15 H -3.040 1.063 -0.631  C5 1.106
16 H -1.725 2.044 -1.189  C5 1.121
17 H -2.307 2.512 0.300  C5 1.097
18 H -0.700 0.990 1.249  C6 1.075
19 H -1.912 -0.246 0.862  C6 1.129
20 H 4.392 -1.502 0.488  O22 0.967
21 H 4.266 -0.028 0.464  O22 0.967
22 O 3.718 -0.819 0.367  H20 0.967, H21 0.967
23 H 0.634 3.621 3.381  O25 0.959
24 H -0.699 2.783 3.440  O25 0.960
25 O -0.153 3.358 2.899  H23 0.959, H24 0.960

Summary:
charge: +1
HOMO: -13.5 eV
LUMO: -2.89 eV

two) is preferred energetically. Next in line: 0.0031 hartree higher.

one) Computed, not measured: one molecule with the formula C6H11P, with wB97M-V/def2-TZVPD.

Bonds (Å) are listed after each position.
Geometry (Å):
1 C -1.844 -0.178 0.081  C2 1.484, P7 1.603
2 C -0.912 -1.332 0.101  C1 1.484, C4 1.560, H8 1.034, H9 1.187
3 C 0.200 1.484 -0.632  C5 1.452, H10 1.066, H11 1.133
4 C 0.373 -0.956 -0.701  C2 1.560, C5 1.545, H12 1.030, H13 1.058
5 C 1.026 0.361 -0.227  C3 1.452, C4 1.545, C6 1.527, H14 1.116
6 C 1.545 0.234 1.204  C5 1.527, H15 1.151, H16 1.069, H17 1.154
7 P -3.396 0.191 0.249  C1 1.603, H18 1.468
8 H -0.657 -1.594 1.069  C2 1.034
9 H -1.419 -2.262 -0.435  C2 1.187
10 H 0.012 1.435 -1.680  C3 1.066
11 H 0.175 2.552 -0.254  C3 1.133
12 H 1.165 -1.611 -0.630  C4 1.030
13 H 0.100 -0.837 -1.715  C4 1.058
14 H 2.022 0.359 -0.729  C5 1.116
15 H 2.682 0.412 1.185  C6 1.151
16 H 1.374 -0.801 1.409  C6 1.069
17 H 0.912 0.941 1.861  C6 1.154
18 H -3.358 1.602 -0.156  P7 1.468

Summary:
HOMO (spin up / spin down): -7.9 / -7.8 eV
LUMO (spin up / spin down): -0.02 / 0.41 eV

two) Computed, not measured: one molecule with the formula C6H11P, with wB97M-V/def2-TZVPD.

Bonds (Å) are listed after each position.
Geometry (Å):
1 C 2.015 0.961 -0.165  C2 1.324, H8 1.086, H9 1.089
2 C 1.359 -0.136 0.177  C1 1.324, C3 1.506, C4 1.475
3 C 2.020 -1.378 0.715  C2 1.506, H10 1.062, H11 1.119, H12 1.078
4 C -0.098 -0.175 -0.049  C2 1.475, C5 1.692, P6 1.893, H13 1.142
5 C -0.985 0.854 0.959  C4 1.692, P6 1.899, H14 1.112, H15 1.085
6 P -1.063 1.210 -0.904  C4 1.893, C5 1.899, C7 1.930
7 C -2.612 0.158 -1.370  P6 1.930, H16 1.054, H17 1.075, H18 1.113
8 H 3.084 1.039 0.016  C1 1.086
9 H 1.718 1.969 -0.451  C1 1.089
10 H 1.828 -1.713 1.704  C3 1.062
11 H 1.438 -2.156 0.160  C3 1.119
12 H 3.071 -1.350 0.477  C3 1.078
13 H -0.583 -1.205 0.042  C4 1.142
14 H -1.954 0.453 1.329  C5 1.112
15 H -0.568 1.625 1.599  C5 1.085
16 H -2.398 -0.389 -2.245  C7 1.054
17 H -3.473 0.797 -1.448  C7 1.075
18 H -2.797 -0.566 -0.545  C7 1.113

Summary:
structure (SMILES): C=C(C)[C@H]1CP1C
HOMO: -8.6 eV
LUMO: 1.13 eV

two) is preferred energetically. Next in line: 0.1189 hartree higher.

one) Computed, not measured: a 2-piece molecular cluster, C4H13N2O2 overall, with wB97M-V/def2-TZVPD.

Bonds (Å) are listed after each position.
Geometry (Å):
1 C 0.919 -0.688 1.257  C2 1.530, N7 1.495, H8 1.073, H9 1.054
2 C -0.466 -1.225 0.889  C1 1.530, C3 1.535, H10 1.081, H11 1.070
3 C -1.113 -0.530 -0.317  C2 1.535, C4 1.519, H12 1.089, H13 1.065
4 C -1.287 0.959 -0.074  C3 1.519, N5 1.357, O6 1.219
5 N -2.531 1.364 0.284  C4 1.357, H14 0.999, H15 1.007
6 O -0.401 1.768 -0.292  C4 1.219
7 N 1.861 -0.727 0.097  C1 1.495, H16 0.982, H17 1.046, H18 1.026
8 H 1.355 -1.243 2.066  C1 1.073
9 H 0.746 0.329 1.471  C1 1.054
10 H -1.152 -1.019 1.699  C2 1.081
11 H -0.431 -2.285 0.756  C2 1.070
12 H -2.126 -0.919 -0.412  C3 1.089
13 H -0.550 -0.626 -1.216  C3 1.065
14 H -2.767 2.321 0.447  N5 0.999
15 H -3.303 0.719 0.217  N5 1.007
16 H 1.954 -1.620 -0.303  N7 0.982
17 H 1.675 0.029 -0.602  N7 1.046
18 H 2.840 -0.572 0.364  N7 1.026
19 H 1.686 2.103 -1.931  O21 0.960
20 H 1.209 0.699 -2.446  O21 0.954
21 O 1.882 1.163 -1.955  H19 0.960, H20 0.954

Summary:
charge: +1
HOMO: -13.6 eV
LUMO: -3.15 eV

two) Computed, not measured: a 3-piece molecular cluster, C4H13N2O2 overall, with wB97M-V/def2-TZVPD.

Bonds (Å) are listed after each position.
Geometry (Å):
1 O 1.152 0.077 0.362  C2 1.217
2 C 1.032 1.269 0.147  O1 1.217, C3 1.449, H8 1.102
3 C -0.214 1.947 0.447  C2 1.449, C4 1.479, H9 1.092
4 C -1.332 1.272 1.139  C3 1.479, C5 1.525, H10 1.093, H11 1.103
5 C -1.838 0.063 0.359  C4 1.525, N6 1.453, H12 1.088, H13 1.111
6 N -2.343 0.512 -0.927  C5 1.453, H14 1.014, H15 1.027
7 N 2.795 -2.846 0.764  H16 1.018, H17 1.023, H18 1.022
8 H 1.946 1.755 -0.230  C2 1.102
9 H -0.230 3.028 0.601  C3 1.092
10 H -2.156 1.989 1.099  C4 1.093
11 H -1.021 0.963 2.151  C4 1.103
12 H -2.596 -0.544 0.848  C5 1.088
13 H -0.982 -0.638 0.252  C5 1.111
14 H -2.138 -0.159 -1.659  N6 1.014
15 H -1.802 1.347 -1.182  N6 1.027
16 H 3.160 -2.016 0.301  N7 1.018
17 H 2.756 -2.619 1.760  N7 1.023
18 H 3.640 -3.415 0.839  N7 1.022
19 H 0.739 -0.903 -1.202  O21 0.956
20 H 0.309 -1.811 -2.424  O21 0.963
21 O 0.077 -1.055 -1.875  H19 0.956, H20 0.963

Summary:
charge: +1
HOMO: -13.2 eV
LUMO: -8.87 eV

one) is preferred energetically. Next in line: 0.2159 hartree higher.

one) Computed, not measured: an isolated ion of composition C7H14N3O and charge +1, with wB97M-V/def2-TZVPD.

Bonds (Å) are listed after each position.
Geometry (Å):
1 C 1.950 -0.391 0.404  N2 1.448, H12 1.132, H13 1.063, H14 1.050
2 N 1.290 -0.226 1.683  C1 1.448, C3 1.485, C4 1.371
3 C 1.145 -1.348 2.645  N2 1.485, H15 1.109, H16 1.062, H17 1.147
4 C 1.065 1.025 2.196  N2 1.371, O5 1.190, N6 1.405
5 O 0.666 1.352 3.268  C4 1.190
6 N 1.092 2.097 1.288  C4 1.405, C7 1.303
7 C 0.103 2.234 0.452  N6 1.303, C8 1.413, H18 1.146
8 C -0.699 1.096 0.208  C7 1.413, N9 1.287, H19 1.188
9 N -1.173 0.649 -0.902  C8 1.287, C10 1.471, C11 1.477
10 C -0.988 1.288 -2.214  N9 1.471, H20 1.139, H21 1.144, H22 0.994
11 C -2.114 -0.488 -0.876  N9 1.477, H23 1.081, H24 1.045, H25 1.101
12 H 1.174 -0.506 -0.411  C1 1.132
13 H 2.494 0.503 0.217  C1 1.063
14 H 2.604 -1.207 0.497  C1 1.050
15 H 2.163 -1.620 2.989  C3 1.109
16 H 0.549 -1.053 3.473  C3 1.062
17 H 0.669 -2.301 2.219  C3 1.147
18 H 0.082 3.263 -0.053  C7 1.146
19 H -0.714 0.296 1.087  C8 1.188
20 H 0.121 1.534 -2.305  C10 1.139
21 H -1.154 0.543 -3.067  C10 1.144
22 H -1.598 2.026 -2.478  C10 0.994
23 H -2.027 -0.952 -1.848  C11 1.081
24 H -1.783 -1.174 -0.161  C11 1.045
25 H -3.108 -0.255 -0.462  C11 1.101

Summary:
charge: +1
structure (SMILES): CN(C)C(=O)/N=C\C=[N+](C)C
HOMO (spin up / spin down): -13.4 / -13.4 eV
LUMO (spin up / spin down): -5.58 / -5.58 eV

two) Computed, not measured: a 2-piece molecular cluster, C7H14N3O overall, with wB97M-V/def2-TZVPD.

Bonds (Å) are listed after each position.
Geometry (Å):
1 C -1.770 0.412 1.565  C3 1.588, N8 1.274, H12 1.087
2 C -2.161 -0.505 -0.677  C3 1.453, N9 1.267, H13 1.062
3 C -2.600 -0.631 0.702  C1 1.588, C2 1.453, H14 1.074, H15 1.053
4 C -0.118 0.384 -0.059  N8 1.390, N9 1.417, N10 1.458
5 C 1.773 -1.838 -0.737  C7 1.502, H16 1.060, H17 1.133, H18 1.145
6 C 0.594 2.460 -1.037  N10 1.408, H19 1.069, H20 1.136, H21 1.135
7 C 1.203 -1.369 0.572  C5 1.502, O11 1.334, H22 1.039
8 N -0.627 0.805 1.164  C1 1.274, C4 1.390
9 N -0.996 -0.155 -1.032  C2 1.267, C4 1.417
10 N 0.986 1.197 -0.554  C4 1.458, C6 1.408, H23 1.046, H24 1.015
11 O 1.925 -0.694 1.466  C7 1.334, H25 0.998
12 H -2.164 0.898 2.454  C1 1.087
13 H -2.806 -0.829 -1.455  C2 1.062
14 H -2.076 -1.520 0.997  C3 1.074
15 H -3.643 -0.586 0.835  C3 1.053
16 H 2.394 -2.623 -0.386  C5 1.060
17 H 2.605 -1.088 -0.903  C5 1.133
18 H 1.042 -2.011 -1.601  C5 1.145
19 H -0.147 2.302 -1.791  C6 1.069
20 H 0.269 3.211 -0.249  C6 1.136
21 H 1.344 3.062 -1.638  C6 1.135
22 H 0.381 -1.815 1.024  C7 1.039
23 H 1.640 1.227 0.262  N10 1.046
24 H 1.358 0.622 -1.304  N10 1.015
25 H 1.596 -0.916 2.382  O11 0.998

Summary:
charge: +1
HOMO: -11.6 eV
LUMO: -3.42 eV

one) is preferred energetically. Next in line: 0.0265 hartree higher.